[1]
{
  "formula": "CH8NS",
  "method": "ωB97M-V/def2-TZVPD",
  "total_energy_ha": -495.05971,
  "charge": 2,
  "e_lumo_ev": [-8.765, -13.936],
  "s_squared": 0.753,
  "homo_lumo_gap_ev": [13.5, 9.2],
  "multiplicity": 2,
  "elements": ["S", "N", "C", "H", "H", "H", "H", "H", "H", "H", "H"],
  "xyz": [[0.61784, 0.77581, -0.63473], [0.18486, -0.77552, 2.03247], [-0.49733, 0.26949, -1.96182], [0.97361, 2.03548, -1.00581], [0.89761, -0.32223, 2.62222], [-0.09308, 0.45698, -2.98098], [-0.67339, -0.31450, 2.38695], [-0.50999, -0.83747, -1.89742], [0.09992, -1.79688, 2.11446], [-1.39617, 0.84410, -1.75946], [0.39613, -0.33526, 1.08412]],
  "forces_ev_per_a": [[0.0, 0.7, -1.8], [-0.2, 2.3, -0.1], [1.6, -1.0, -0.4], [0.0, 0.0, 0.0], [0.3, -1.0, 0.4], [-0.1, 0.6, 0.6], [-0.1, -0.6, -0.2], [-0.7, 0.6, 0.3], [0.4, 0.2, -0.1], [-0.6, -0.1, -0.1], [-0.5, -1.7, 1.5]],
  "mulliken_charge": [0.160, -0.398, -0.714, 0.356, 0.450, 0.388, 0.448, 0.357, 0.410, 0.394, 0.150]
}

[2]
{
  "formula": "C4H12O4",
  "method": "ωB97M-V/def2-TZVPD",
  "total_energy_ha": -460.48701,
  "charge": -2,
  "e_lumo_ev": 6.336,
  "homo_lumo_gap_ev": 6.0,
  "elements": ["O", "O", "O", "O", "C", "C", "C", "C", "H", "H", "H", "H", "H", "H", "H", "H", "H", "H", "H", "H"],
  "xyz": [[1.33821, 3.97861, -1.65448], [-1.32462, -2.09415, 2.75924], [-0.94698, -1.46307, 0.34944], [-0.02284, -3.78082, 0.33431], [0.16617, -0.61826, 0.04745], [0.54198, 3.16910, -0.88985], [0.87544, 1.65382, -0.94336], [-0.28130, 0.78634, -0.40845], [-0.74968, 1.29335, 0.44259], [0.60686, 3.44714, 0.18659], [0.63838, -1.06955, -0.83521], [-0.51889, 3.25365, -1.24007], [-0.32894, -2.73747, 0.25057], [-0.70270, -2.82573, 2.66515], [0.83687, -0.57809, 0.91957], [-1.28493, -1.66535, 1.81648], [-1.06191, 0.54433, -1.13651], [1.08751, 1.37381, -1.98166], [1.74602, 1.44520, -0.33138], [-0.61466, -4.11285, -0.35044]],
  "forces_ev_per_a": [[0.0, -0.2, 0.2], [-0.1, 0.2, 0.3], [0.8, 0.6, -0.4], [-0.1, 0.3, -0.6], [-1.7, -0.3, -0.2], [0.8, 0.4, -1.2], [-1.2, -0.1, -0.1], [0.6, -0.6, 0.5], [-0.1, 0.0, 0.0], [-0.4, -0.1, 0.3], [0.7, 0.0, 0.2], [-0.2, -0.1, 0.5], [-0.3, -0.3, 0.7], [-0.2, 0.1, -0.2], [0.3, 0.1, -0.2], [0.3, -0.4, 0.2], [0.0, 0.5, -0.1], [0.2, 0.1, 0.1], [0.5, 0.0, 0.0], [0.1, -0.3, 0.1]],
  "mulliken_charge": [-0.946, -0.793, -0.891, -0.783, -0.370, -0.497, -0.389, -0.360, 0.204, 0.169, 0.234, 0.157, 0.378, 0.280, 0.198, 0.436, 0.178, 0.276, 0.271, 0.247]
}

[3]
{
  "formula": "C10H12N5",
  "method": "ωB97M-V/def2-TZVPD",
  "total_energy_ha": -661.47890,
  "charge": 1,
  "e_lumo_ev": -5.998,
  "homo_lumo_gap_ev": 5.1,
  "elements": ["N", "N", "N", "N", "N", "C", "C", "C", "C", "C", "C", "C", "C", "C", "C", "H", "H", "H", "H", "H", "H", "H", "H", "H", "H", "H", "H"],
  "xyz": [[4.12656, -0.87535, 0.46627], [-2.45678, -1.65685, 0.26781], [3.28065, -0.32586, 1.09834], [2.24674, -0.39226, -1.29551], [3.19182, -1.22732, -1.06923], [1.47628, 1.28633, 0.56974], [-0.53806, -0.21486, 0.40891], [-1.70473, -2.86618, 0.31973], [-0.81842, 2.16634, 0.19723], [-1.86918, -0.43140, 0.21226], [-2.21932, 2.02004, -0.04041], [2.12359, 1.06936, -0.87817], [0.01649, 1.05376, 0.36432], [2.19110, 0.18209, 1.21388], [-2.70874, 0.71010, 0.05910], [1.88649, -0.62053, -2.23031], [-3.83355, 0.43969, -0.00977], [-0.87257, -3.05818, -0.33242], [1.51964, 1.56319, -1.68436], [-2.30312, -3.65690, 0.42177], [2.99644, 1.65656, -0.81209], [0.05499, -1.00220, 0.63908], [1.85321, 2.34175, 0.86285], [-1.25396, -2.73114, 1.25293], [-3.36258, -1.61154, -0.20769], [-0.32949, 3.21553, 0.25266], [-2.69351, 2.96584, -0.04692]],
  "forces_ev_per_a": [[0.6, -2.4, -3.7], [-1.5, 0.9, -1.7], [-3.0, 3.0, 1.2], [3.7, -0.7, -0.2], [-0.3, 1.9, 1.7], [0.8, 0.8, -1.4], [0.1, 1.6, -0.6], [1.7, 2.7, 0.6], [1.0, 1.1, -0.4], [-1.3, 1.4, 0.1], [2.4, -1.9, 1.4], [-1.8, 0.3, -0.1], [-1.7, 1.9, 1.3], [0.6, -0.8, 0.7], [-2.1, 0.2, -0.8], [-0.8, 0.1, 0.4], [1.9, 0.9, 0.1], [0.1, 0.3, -1.2], [0.2, -0.8, 0.9], [-2.4, -3.1, 0.0], [1.9, -0.5, -0.4], [1.8, -2.4, 0.6], [-1.1, -1.7, -0.1], [1.2, -0.6, 1.8], [0.6, -0.7, 0.3], [-1.1, -1.8, -0.2], [-1.4, 0.2, -0.4]],
  "mulliken_charge": [-0.546, -0.243, 0.438, 0.399, -0.434, 0.423, -0.020, -1.151, -0.416, 0.268, -0.920, -0.787, -0.006, -0.292, -0.524, 0.377, 0.236, 0.322, 0.430, 0.422, 0.377, 0.710, 0.616, 0.426, 0.255, 0.235, 0.406]
}

[4]
{
  "formula": "C21H38I2InN2O3S",
  "method": "ωB97M-V/def2-TZVPD",
  "total_energy_ha": -2341.04855,
  "charge": 3,
  "e_lumo_ev": -8.012,
  "homo_lumo_gap_ev": 6.2,
  "elements": ["I", "I", "In", "S", "O", "O", "O", "N", "N", "C", "C", "C", "C", "C", "C", "C", "C", "C", "C", "C", "C", "C", "C", "C", "C", "C", "C", "C", "C", "C", "H", "H", "H", "H", "H", "H", "H", "H", "H", "H", "H", "H", "H", "H", "H", "H", "H", "H", "H", "H", "H", "H", "H", "H", "H", "H", "H", "H", "H", "H", "H", "H", "H", "H", "H", "H", "H", "H"],
  "xyz": [[3.00431, -6.40468, 5.65767], [1.53202, -8.54936, 6.18512], [0.77542, -3.35386, 6.49905], [-2.69569, -0.06602, 0.06488], [-0.16996, -2.37749, 8.76978], [2.42835, -3.13160, 8.37073], [-0.79961, -4.84074, 7.75888], [-5.31409, -0.60215, 0.27652], [-4.93817, 1.46432, -0.30384], [3.31491, 5.74874, -7.80210], [2.13217, -1.88100, 8.99489], [1.57015, 1.57617, -10.08507], [-0.49928, -5.94469, 8.62066], [1.99837, 4.04621, -6.50453], [2.47327, 3.58759, -8.81967], [-6.41115, 1.42361, -0.20532], [1.69575, 2.39713, -8.82836], [-1.82864, -3.98610, 8.25700], [-6.67724, -0.04475, 0.19818], [-1.30061, -3.05000, 9.32212], [2.19813, 4.82503, -5.23871], [1.09574, 1.98527, -7.66763], [0.80447, -1.93362, 9.71656], [0.37073, 0.67660, -7.61753], [3.24441, 3.92940, -10.04723], [2.99882, -4.09940, 9.26092], [1.16743, 2.84382, -6.49015], [-4.39846, 0.29778, -0.01180], [2.57112, 4.44313, -7.68396], [0.31388, 2.64846, -5.46399], [-5.11073, -1.58176, 0.39566], [0.29474, -6.51708, 8.14640], [3.07442, 6.24401, -8.74129], [-7.17569, -0.13160, 1.16038], [0.83674, -2.62582, 10.56214], [4.39707, 5.60499, -7.77152], [-0.60222, 0.75342, -8.11032], [0.93674, -0.08160, -8.15730], [-6.74933, 2.12782, 0.55103], [-7.25320, -0.58148, -0.55182], [0.22334, 0.31302, -6.60567], [-2.07651, -2.33408, 9.60685], [-1.38077, -6.57739, 8.73213], [-6.85940, 1.68274, -1.16109], [2.17018, 4.18465, -4.36075], [2.32138, -4.32564, 10.08651], [-1.00171, -3.59948, 10.21880], [-2.65933, -4.58030, 8.64443], [0.54843, -0.94096, 10.09628], [-2.35314, 0.83633, -0.88300], [2.56696, 4.36023, -10.79394], [0.26993, 3.34562, -4.63881], [-2.19159, -3.41318, 7.40124], [-0.41290, 1.84946, -5.44860], [3.94374, -3.72412, 9.65497], [-0.16455, -5.60409, 9.60224], [2.93514, -1.59987, 9.67944], [3.67374, 3.03497, -10.49612], [3.16399, 5.32246, -5.24323], [1.43519, 5.60081, -5.12939], [0.58632, 1.11704, -10.15151], [3.04483, 6.43574, -7.00655], [1.70325, 2.17692, -10.97967], [-4.40865, 2.31531, -0.39471], [4.03393, 4.64845, -9.86196], [3.17823, -5.00092, 8.68019], [2.31188, 0.77378, -10.11163], [2.09302, -1.13620, 8.19711]],
  "forces_ev_per_a": [[-0.1, 0.0, 0.0], [0.0, 0.0, 0.0], [0.1, -0.1, 0.1], [-0.1, 0.2, -0.3], [0.0, 0.0, 0.0], [0.0, 0.0, 0.0], [0.0, 0.0, 0.0], [0.0, 0.0, 0.0], [0.0, 0.0, 0.0], [0.0, 0.0, 0.0], [0.0, 0.0, 0.0], [0.0, 0.0, 0.0], [0.1, 0.0, 0.0], [0.0, 0.0, 0.0], [0.0, 0.0, 0.0], [0.0, 0.0, 0.0], [0.0, 0.0, 0.0], [0.0, 0.0, 0.0], [0.0, 0.0, 0.0], [0.0, 0.1, 0.0], [0.0, 0.0, 0.0], [0.0, 0.0, 0.0], [-0.1, 0.0, 0.0], [0.0, 0.0, 0.0], [0.0, 0.0, 0.0], [0.0, 0.0, 0.0], [0.0, 0.0, 0.0], [0.0, 0.0, 0.0], [0.0, 0.0, 0.0], [0.0, 0.2, -0.1], [0.0, 0.0, 0.0], [0.0, 0.0, 0.0], [0.0, 0.0, 0.0], [0.0, 0.0, 0.0], [0.0, 0.0, 0.0], [0.0, 0.0, 0.0], [0.0, 0.0, 0.0], [0.0, 0.0, 0.0], [0.0, 0.0, 0.0], [0.0, 0.0, 0.0], [0.0, 0.0, 0.0], [0.0, 0.0, 0.0], [0.0, 0.0, 0.0], [0.0, 0.0, 0.0], [0.0, 0.0, 0.0], [0.0, 0.0, 0.0], [0.0, 0.0, 0.0], [0.0, 0.0, 0.0], [0.0, 0.0, 0.0], [-0.1, -0.1, 0.3], [0.0, 0.0, 0.0], [0.0, 0.0, 0.0], [0.0, 0.0, 0.0], [0.1, -0.1, -0.1], [0.0, 0.0, 0.0], [0.0, 0.0, 0.0], [0.0, 0.0, 0.0], [0.0, 0.0, 0.0], [0.0, 0.0, 0.0], [0.0, 0.0, 0.0], [0.0, 0.0, 0.0], [0.0, 0.0, 0.0], [0.0, 0.0, 0.0], [0.0, 0.0, 0.0], [0.0, 0.0, 0.0], [0.0, 0.0, 0.0], [0.0, 0.0, 0.0], [0.0, 0.0, 0.0]],
  "mulliken_charge": [-0.015, 0.048, 0.742, -0.184, -0.172, -0.217, -0.201, -0.137, -0.129, -2.297, -0.774, -2.105, -0.382, 1.389, 1.327, -0.372, 0.702, -0.764, -0.393, -0.372, -2.288, 1.229, -0.339, -2.109, -2.204, -0.587, 0.572, 0.452, 0.706, -1.470, 0.210, -0.095, 0.501, 0.287, 0.363, 0.445, 0.441, 0.435, 0.296, 0.300, 0.474, 0.350, 0.325, 0.286, 0.522, 0.273, 0.377, 0.438, 0.338, 0.174, 0.447, 0.321, 0.249, 0.309, 0.315, 0.254, 0.452, 0.488, 0.497, 0.431, 0.458, 0.460, 0.481, 0.212, 0.425, 0.135, 0.412, 0.257]
}

ΔE to the lowest compared entry with this formula, charge and spin in kJ/mol, matching the order above: 34.0; 27.3; 784.5; 0.0